{
  "formula": "C4H6O2",
  "method": "ωB97M-V/def2-TZVPD",
  "de_lowest_kcal_mol": 132.5,
  "gap_ev": 8.03,
  "symbols": ["C", "C", "C", "C", "O", "O", "H", "H", "H", "H", "H", "H"],
  "coordinates": [[-0.29, 0.67, 0.77], [-0.51, 0.63, -1.26], [0.24, -0.44, 0.08], [0.18, -1.75, 0.38], [0.50, 1.72, 1.13], [-1.27, 0.08, -2.02], [1.42, 1.53, 0.95], [-1.26, 0.65, 1.25], [-0.16, 1.66, -1.27], [0.77, -0.20, -1.01], [-0.04, -2.48, -0.38], [0.42, -2.07, 1.38]]
}

=====

{
  "formula": "C5H10O",
  "method": "ωB97M-V/def2-TZVPD",
  "de_lowest_kcal_mol": 22.8,
  "smiles": "C/C=C(/C)CO",
  "gap_ev": 9.98,
  "symbols": ["C", "C", "C", "C", "C", "O", "H", "H", "H", "H", "H", "H", "H", "H", "H", "H"],
  "coordinates": [[1.94, 0.57, -0.34], [0.55, 0.93, 0.11], [-0.52, 0.12, 0.05], [-1.91, 0.69, 0.12], [-0.36, -1.37, -0.18], [0.65, -1.94, 0.64], [2.64, 0.36, 0.47], [2.35, 1.43, -0.90], [1.92, -0.30, -1.00], [0.39, 1.96, 0.39], [-1.94, 1.64, 0.67], [-2.64, 0.00, 0.58], [-2.26, 0.89, -0.90], [-0.05, -1.58, -1.21], [-1.32, -1.87, -0.02], [0.56, -1.53, 1.51]]
}

=====

{
  "formula": "C24H47N2O5PSSiYb",
  "method": "ωB97M-V/def2-TZVPD",
  "de_lowest_kcal_mol": 12.5,
  "s_squared": 2.04,
  "spin_multiplicity": 3,
  "gap_ev": [7.26, 5.70],
  "total_charge": 2,
  "symbols": ["C", "C", "N", "C", "C", "C", "C", "C", "P", "H", "H", "H", "C", "C", "H", "H", "H", "C", "C", "H", "H", "H", "H", "H", "H", "H", "H", "H", "H", "H", "H", "C", "O", "Yb", "O", "H", "H", "N", "C", "C", "C", "C", "O", "Si", "S", "O", "C", "C", "C", "C", "O", "C", "C", "C", "C", "H", "H", "H", "H", "H", "H", "H", "H", "H", "H", "H", "H", "H", "H", "H", "H", "H", "H", "H", "H", "H", "H", "H", "H", "H", "H", "H"],
  "coordinates": [[-0.52, -1.31, -2.85], [-1.07, 0.12, -2.83], [-0.87, 0.84, -1.72], [-1.19, 2.19, -1.73], [-1.87, 2.73, -2.86], [-2.17, 1.94, -3.95], [-1.74, 0.60, -3.94], [-0.85, 2.96, -0.58], [-0.04, 2.29, 0.83], [-1.97, -0.08, -4.77], [-2.22, 3.77, -2.83], [-2.73, 2.32, -4.80], [-1.96, -2.39, -1.14], [0.43, -2.95, -1.24], [-1.19, 4.00, -0.62], [0.55, -1.30, -3.16], [-1.08, -1.84, -3.64], [-1.02, 2.63, 2.35], [1.52, 3.20, 1.11], [-0.49, 2.13, 3.19], [-1.09, 3.71, 2.55], [-2.02, 2.17, 2.24], [2.04, 2.71, 1.96], [2.16, 3.15, 0.21], [1.34, 4.26, 1.37], [0.35, -3.90, -1.82], [1.42, -2.51, -1.45], [0.34, -3.22, -0.17], [-2.34, -3.23, -1.75], [-1.94, -2.71, -0.08], [-2.67, -1.55, -1.24], [1.31, -0.66, 2.23], [1.98, -0.96, 3.14], [-0.02, -0.50, 0.13], [1.87, 0.39, -1.01], [2.78, 0.61, -0.71], [1.74, 0.88, -1.85], [-0.62, -1.99, -1.56], [-3.16, -5.84, 3.11], [-3.53, -4.42, 3.52], [-4.99, -4.13, 3.15], [-3.34, -4.24, 5.01], [-2.68, -3.54, 2.77], [-1.47, -2.44, 2.96], [-2.04, -0.72, 2.10], [-1.05, -2.30, 4.55], [-0.88, -1.34, 5.61], [-2.02, -0.35, 5.64], [-0.82, -2.21, 6.85], [0.42, -0.58, 5.46], [-0.12, -3.17, 2.22], [0.76, -4.31, 2.54], [2.20, -3.90, 2.21], [0.65, -4.66, 4.01], [0.39, -5.51, 1.68], [-3.85, -6.57, 3.56], [-2.15, -6.08, 3.45], [-3.19, -5.96, 2.02], [-5.65, -4.85, 3.66], [-5.29, -3.13, 3.47], [-5.18, -4.23, 2.08], [-2.31, -4.44, 5.31], [-3.61, -3.23, 5.33], [-4.00, -4.96, 5.55], [-2.99, -0.85, 5.76], [-1.86, 0.31, 6.50], [-2.07, 0.26, 4.73], [-0.60, -1.59, 7.73], [-1.78, -2.70, 7.01], [-0.04, -2.97, 6.76], [1.29, -1.25, 5.33], [0.39, 0.14, 4.64], [0.60, -0.01, 6.38], [2.57, -3.14, 2.89], [2.86, -4.77, 2.29], [2.29, -3.51, 1.19], [-0.36, -5.00, 4.27], [1.37, -5.47, 4.24], [0.90, -3.79, 4.63], [-0.63, -5.87, 1.89], [0.46, -5.30, 0.61], [1.09, -6.34, 1.89]]
}